w | {"formula": "H4O2", "method": "ωB97M-V/def2-TZVPD", "smiles": "O.O", "homo_energy_ev": -11.25, "lumo_energy_ev": 0.613, "multiplicity": 1, "homo_lumo_gap_ev": 11.86, "symbols": ["O", "H", "H", "O", "H", "H"], "positions_angstrom": [[0.3299, -1.3603, -0.2990], [0.7765, -1.2890, 0.5552], [1.0500, -1.3860, -0.9416], [-0.4406, 1.4838, 0.2627], [0.0293, 0.7563, -0.1431], [-0.9697, 0.9307, 0.8197]]}


x | {"formula": "H4O2", "method": "ωB97M-V/def2-TZVPD", "smiles": "O.O", "homo_energy_ev": -11.83, "lumo_energy_ev": 0.540, "multiplicity": 1, "homo_lumo_gap_ev": 12.37, "symbols": ["O", "H", "H", "O", "H", "H"], "positions_angstrom": [[0.1680, 1.7757, 0.1596], [0.9590, 1.3313, 0.5333], [-0.3287, 1.1313, -0.3529], [-0.0189, -1.7059, -0.2262], [-0.3721, -0.9888, -0.7651], [-0.4074, -1.5436, 0.6512]]}


Most stable structure - w; separation to the second - 10.5 kJ/mol.


w | {"formula": "C3H10N3", "method": "ωB97M-V/def2-TZVPD", "homo_energy_ev": -10.55, "charge": 1, "lumo_energy_ev": -3.259, "multiplicity": 1, "homo_lumo_gap_ev": 7.29, "symbols": ["C", "C", "C", "N", "N", "N", "H", "H", "H", "H", "H", "H", "H", "H", "H", "H"], "positions_angstrom": [[-0.1102, 0.1388, 0.8236], [-0.0953, -1.4386, 0.8727], [0.5517, 1.0403, -0.2628], [-1.3601, -1.9485, 0.1617], [0.7291, 0.5982, -1.4930], [1.0565, 2.2735, -0.0130], [-1.1395, 0.3807, 0.7339], [0.2735, 0.4189, 1.8250], [0.8015, -2.0421, 0.6834], [-2.1340, -1.2833, 0.3872], [-1.5147, -2.6295, 0.8885], [1.0986, 1.3058, -2.0577], [0.8086, -0.3403, -1.8591], [1.5777, 2.8374, -0.6454], [0.7485, 2.7435, 0.7509], [-1.2917, -2.0547, -0.7960]]}


x | {"formula": "C3H10N3", "method": "ωB97M-V/def2-TZVPD", "smiles": "CNNC(C)=[NH2+]", "homo_energy_ev": -13.92, "charge": 1, "lumo_energy_ev": -3.060, "multiplicity": 1, "homo_lumo_gap_ev": 10.86, "symbols": ["C", "N", "N", "C", "C", "N", "H", "H", "H", "H", "H", "H", "H", "H", "H", "H"], "positions_angstrom": [[1.8674, 1.6502, -0.6257], [1.1625, 0.4555, -0.8971], [0.2161, 0.2425, 0.1675], [-0.6677, -0.7112, 0.1963], [-1.6724, -0.7724, 1.3529], [-0.7435, -1.7501, -0.5768], [2.7512, 1.6676, -1.1869], [1.3081, 2.5321, -0.9254], [2.2325, 1.8734, 0.3842], [0.6983, 0.7214, -1.7118], [0.3558, 0.8550, 0.9556], [-1.4674, -0.0844, 2.0887], [-1.8225, -1.7645, 1.7033], [-2.5901, -0.4521, 0.9090], [-1.5102, -2.4004, -0.4509], [-0.1180, -2.0627, -1.3829]]}


y | {"formula": "C3H10N3", "method": "ωB97M-V/def2-TZVPD", "homo_energy_ev": [-13.62, -13.89], "charge": 1, "lumo_energy_ev": [-5.696, -5.100], "multiplicity": 1, "homo_lumo_gap_ev": [7.92, 8.79], "symbols": ["C", "C", "C", "N", "N", "N", "H", "H", "H", "H", "H", "H", "H", "H", "H", "H"], "positions_angstrom": [[0.5996, -1.0609, 0.4643], [0.3011, 1.9624, -0.1557], [-1.6682, 0.6124, -0.5882], [1.5698, -1.2539, 1.3216], [0.2337, -1.9971, -0.3645], [-0.6457, 0.9916, 0.2768], [-0.2810, 2.8596, -0.0057], [0.7448, 2.0495, -1.1671], [1.1227, 1.9518, 0.5546], [-2.1254, -0.4225, -0.2901], [-1.4745, 0.7285, -1.5868], [-2.5419, 1.3084, -0.2151], [2.1388, -2.1432, 1.1451], [1.8828, -0.7403, 2.0409], [0.7117, -2.9374, -0.3634], [-0.5684, -1.9090, -1.0667]]}


Most stable structure - x; separation to the second - 192.4 kJ/mol.


w | {"formula": "C3H10N3", "method": "ωB97M-V/def2-TZVPD", "homo_energy_ev": [-12.30, -12.03], "charge": 1, "lumo_energy_ev": [-4.128, -4.163], "multiplicity": 1, "homo_lumo_gap_ev": [8.17, 7.87], "symbols": ["C", "C", "C", "N", "N", "N", "H", "H", "H", "H", "H", "H", "H", "H", "H", "H"], "positions_angstrom": [[1.6833, 0.2970, -0.1931], [1.1631, 0.0696, -1.4597], [0.2956, -0.0070, 0.9180], [-0.2429, -1.4514, 0.8390], [-0.6283, 0.9207, 0.8967], [-1.8391, 0.8200, 0.2057], [2.4133, -0.4324, 0.1898], [1.9457, 1.3970, -0.0841], [0.7276, 0.8875, -1.9238], [0.7826, -0.8863, -1.7711], [0.3411, -1.8056, 1.6399], [-0.0515, -1.7280, -0.1037], [-0.3513, 1.9278, 0.8867], [-2.6882, 0.8257, 0.7062], [-1.2726, -1.6200, 0.9428], [-1.8841, 1.6312, -0.4630]]}


x | {"formula": "C3H10N3", "method": "ωB97M-V/def2-TZVPD", "smiles": "CN/[N+](C)=C\\N", "homo_energy_ev": -14.32, "charge": 1, "lumo_energy_ev": -3.893, "multiplicity": 1, "homo_lumo_gap_ev": 10.43, "symbols": ["C", "N", "N", "C", "C", "N", "H", "H", "H", "H", "H", "H", "H", "H", "H", "H"], "positions_angstrom": [[0.1585, 0.3282, -1.7849], [0.6462, -0.4434, -0.6371], [0.2108, -0.0705, 0.6183], [0.5782, 1.1170, 1.2464], [-0.7793, -0.9921, 1.0950], [-1.1004, -2.0846, 0.4983], [0.7616, 0.1697, -2.6773], [-0.8933, 0.1530, -1.8633], [0.1609, 1.4520, -1.4225], [1.6196, -0.5276, -0.7001], [1.3826, 1.0512, 2.0459], [0.9445, 1.7792, 0.4873], [-0.2256, 1.5978, 1.7938], [-1.3702, -0.6490, 1.9294], [-1.8749, -2.6435, 0.7088], [-0.6070, -2.0139, -0.4260]]}


Most stable structure - x; separation to the second - 367.9 kJ/mol.